Entry A
Here is 2 unconnected molecules or ions with the total composition C2H9N3 from the OMol25 dataset. Energies are from ωB97M-V/def2-TZVPD.

- gap between HOMO and LUMO (eV) = 9.60
- total charge = 0
- SMILES string = [H]/N=N/CC.N
- highest occupied orbital energy (eV) = -8.67

XYZ file:
```
14
Properties=species:S:1:pos:R:3:lowdin_charge:R:1
H 1.06387 2.06191 0.78452 0.098
N 1.36501 1.01826 0.46996 0.047
N 0.35099 0.31832 0.55169 -0.153
C 0.44091 -1.03438 0.08301 -0.274
C 0.44099 -1.15271 -1.49052 -0.097
H -0.41972 -1.64411 0.31432 0.083
H 1.52111 -1.50932 0.40254 0.148
H 0.83964 -1.99279 -1.91231 0.023
H -0.60997 -1.23254 -1.67549 0.052
H 0.96058 -0.33416 -2.03136 0.079
N -1.78769 1.70671 1.74502 -0.134
H -2.71045 1.00459 1.84543 0.050
H -1.11471 1.32061 2.45423 -0.024
H -2.58263 2.57717 2.11156 0.100
```


Entry B
Here is 2 unconnected molecules or ions with the total composition C2H9N3 from the OMol25 dataset. Energies are from ωB97M-V/def2-TZVPD.

- gap between HOMO and LUMO (eV) = 9.89
- total charge = 0
- SMILES string = C=N.NCN
- highest occupied orbital energy (eV) = -8.81

XYZ file:
```
14
Properties=species:S:1:pos:R:3:lowdin_charge:R:1
C -2.62894 2.15902 -1.67955 -0.145
N -1.46193 2.03359 -1.18732 0.015
H -3.35202 2.61773 -1.01315 0.051
H -2.90766 1.93639 -2.70234 0.057
H -0.88218 1.56235 -1.87859 0.027
N 2.28789 -1.82021 1.12595 -0.021
C 1.06306 -1.33786 0.49776 -0.379
N 0.41911 -0.31428 1.33356 -0.021
H 2.90743 -2.12232 0.37842 0.060
H 2.79130 -1.03909 1.53681 0.059
H 1.28053 -0.81095 -0.44156 0.094
H 0.37089 -2.17182 0.38761 0.099
H 0.69649 -0.25202 2.30278 0.054
H -0.58399 -0.44054 1.33961 0.053
```


Most stable to least stable: entry B, entry A


Entry A
Here is 2 unconnected molecules or ions with the total composition C2H5N2 from the OMol25 dataset. Energies are from ωB97M-V/def2-TZVPD.

- gap between HOMO and LUMO (alpha / beta) (eV) = 11.04 / 4.73
- total charge = +1
- highest occupied orbital energy (alpha / beta) (eV) = -17.03 / -13.81

XYZ file:
```
9
Properties=species:S:1:pos:R:3:lowdin_charge:R:1
C -2.09143 0.63674 0.05164 0.042
C 2.93821 0.25970 0.09781 -0.086
N 2.02715 1.01532 -0.05348 0.201
N -0.99318 1.18635 0.09345 0.219
H -2.15516 -0.44158 0.19343 0.119
H -3.05870 1.13683 -0.11592 0.136
H 3.98120 0.52317 0.33077 0.129
H 2.88764 -0.83958 0.01128 0.124
H -0.76346 2.16550 -0.01234 0.116
```


Entry B
Here is a molecular structure, C2H5N2 from the OMol25 dataset. Energies are from ωB97M-V/def2-TZVPD.

- gap between HOMO and LUMO (eV) = 11.76
- total charge = +1
- highest occupied orbital energy (eV) = -16.28

XYZ file:
```
9
Properties=species:S:1:pos:R:3:lowdin_charge:R:1
C -1.05628 0.01297 -0.24293 0.005
C 0.85734 -0.00061 0.21399 -0.138
N -0.09187 0.98217 -0.29059 0.099
N -0.24678 -0.88963 0.29319 0.078
H -2.06730 -0.08235 -0.45884 0.145
H 1.54812 -0.32497 -0.72348 0.199
H 1.53337 0.21261 1.13093 0.179
H 0.01940 2.03234 -0.21785 0.205
H -0.49601 -1.94252 0.29558 0.228
```


Entry C
Here is a gas-phase ion, C2H5N2 (charge +1) from the OMol25 dataset. Energies are from ωB97M-V/def2-TZVPD.

- gap between HOMO and LUMO (eV) = 9.58
- total charge = +1
- SMILES string = N=[N+]1CC1
- highest occupied orbital energy (eV) = -15.68

XYZ file:
```
9
Properties=species:S:1:pos:R:3:lowdin_charge:R:1
N -1.49304 -0.96803 0.41491 0.277
N -0.50336 -0.40825 0.04748 -0.064
C 0.61421 -0.17976 -0.76727 -0.046
C 0.59331 0.78464 0.42673 0.141
H -2.25380 -0.72265 1.13316 0.189
H 0.40384 0.16264 -1.73553 0.136
H 1.27624 -0.91698 -0.97526 0.111
H 1.23873 0.48746 1.25147 0.123
H 0.12388 1.76095 0.20431 0.132
```


Most stable to least stable: entry B, entry C, entry A


Entry A
Here is a single H3N3O2 molecule from the OMol25 dataset. Energies are from ωB97M-V/def2-TZVPD.

- gap between HOMO and LUMO (eV) = 10.41
- total charge = 0
- SMILES string = N/N=[N+](\[O-])O
- highest occupied orbital energy (eV) = -9.58

XYZ file:
```
8
Properties=species:S:1:pos:R:3:lowdin_charge:R:1
N 1.41143 -0.35677 -0.19963 0.065
N 0.28423 0.39922 -0.33913 -0.020
N -0.82504 -0.11461 -0.15694 -0.395
O -1.17039 -1.27188 0.03475 0.045
O -1.70593 0.94105 -0.00834 0.069
H 1.86959 -0.02431 0.59191 0.064
H 1.25303 -1.28832 0.05860 0.056
H -1.11691 1.71562 0.01877 0.116
```


Entry B
Here is a single H3N3O2 molecule from the OMol25 dataset. Energies are from ωB97M-V/def2-TZVPD.

- gap between HOMO and LUMO (eV) = 10.75
- total charge = 0
- SMILES string = NN[N+](=O)[O-]
- highest occupied orbital energy (eV) = -10.12

XYZ file:
```
8
Properties=species:S:1:pos:R:3:lowdin_charge:R:1
N 1.34802 0.21719 -0.07021 0.043
N 0.09737 -0.58292 -0.28072 0.006
N -1.05819 0.05030 -0.07346 -0.500
O -1.06286 1.25425 -0.20857 0.041
O -2.05694 -0.61571 0.02741 0.067
H 0.85533 1.21417 -0.08853 0.118
H 1.81727 0.04989 0.82756 0.069
H 0.06001 -1.58718 -0.13348 0.155
```


Entry C
Here is a single H3N3O2 molecule from the OMol25 dataset. Energies are from ωB97M-V/def2-TZVPD.

- gap between HOMO and LUMO (eV) = 10.47
- total charge = 0
- SMILES string = NN[N+](=O)[O-]
- highest occupied orbital energy (eV) = -9.94

XYZ file:
```
8
Properties=species:S:1:pos:R:3:lowdin_charge:R:1
N 0.00706 -1.28380 -0.19834 0.060
N -0.62911 -0.09622 0.17883 -0.007
N 0.19976 1.02924 0.36654 -0.434
O 1.31184 0.76825 0.75682 0.068
O -0.33491 2.11442 0.20681 0.062
H -0.02884 -1.21975 -1.15145 0.045
H 0.96234 -1.28099 0.12302 0.081
H -1.48814 -0.03115 -0.28224 0.124
```


Most stable to least stable: entry C, entry B, entry A


Entry A
Here is a single C20H28N4O molecule from the OMol25 dataset. Energies are from ωB97M-V/def2-TZVPD.

- gap between HOMO and LUMO (eV) = 7.76
- total charge = 0
- SMILES string = CC(C)=CCN1CCN(Cc2cccc3nccnc23)C[C@@H]1CCO
- highest occupied orbital energy (eV) = -8.02

XYZ file:
```
53
Properties=species:S:1:pos:R:3:lowdin_charge:R:1
C 0.30179 5.32115 -0.12351 -0.057
C 1.51727 4.87266 -0.88484 -0.350
C 2.58774 5.91549 -1.02104 -0.071
C 1.65304 3.67075 -1.43191 -0.080
C 0.66629 2.54360 -1.40695 -0.189
N 1.36307 1.29474 -1.13429 -0.137
C 1.92811 1.23969 0.20114 -0.153
C 0.91372 0.86985 1.29174 -0.165
N 0.28131 -0.38558 0.93873 -0.162
C -0.59513 -0.90286 1.97845 -0.142
C -0.90046 -2.34822 1.70399 -0.147
C 0.11629 -3.24926 1.50449 -0.042
C -0.13928 -4.59963 1.21938 -0.074
C -1.42206 -5.06529 1.13323 -0.010
C -2.49560 -4.17642 1.32986 -0.211
N -3.76291 -4.63554 1.24914 0.126
C -4.72623 -3.77466 1.42677 -0.112
C -4.47230 -2.41375 1.69615 -0.106
N -3.26056 -1.94079 1.79278 0.135
C -2.23729 -2.80409 1.61338 -0.163
C -0.41974 -0.23135 -0.32367 -0.128
C 0.59176 0.09423 -1.43090 -0.286
C 1.54936 -1.08484 -1.66047 -0.131
C 0.94625 -2.20799 -2.50525 -0.259
O -0.10195 -2.90630 -1.87447 -0.072
H 0.55277 6.14737 0.53779 0.074
H -0.47109 5.66272 -0.81234 0.088
H -0.11640 4.51544 0.47523 0.065
H 3.41582 5.55457 -1.62512 0.073
H 2.17962 6.81283 -1.48558 0.081
H 2.96862 6.19562 -0.03868 0.079
H 2.55995 3.42970 -1.96971 0.114
H 0.21827 2.45368 -2.40339 0.129
H -0.14879 2.74951 -0.69782 0.103
H 2.72249 0.48913 0.19685 0.118
H 2.37361 2.21122 0.42488 0.117
H 0.17093 1.68045 1.41139 0.120
H 1.43809 0.75062 2.24353 0.122
H -1.53740 -0.33895 2.05750 0.116
H -0.06457 -0.82646 2.93347 0.131
H 1.13659 -2.90005 1.56987 0.119
H 0.69268 -5.27324 1.07168 0.108
H -1.64595 -6.09752 0.91633 0.113
H -5.73743 -4.15391 1.35961 0.104
H -5.28124 -1.70888 1.83758 0.104
H -1.17747 0.57204 -0.26288 0.131
H -0.93625 -1.16018 -0.56627 0.115
H 0.04428 0.27672 -2.36220 0.146
H 1.85145 -1.48930 -0.69298 0.105
H 2.43431 -0.70635 -2.17367 0.122
H 1.74647 -2.91194 -2.78261 0.114
H 0.51400 -1.80518 -3.42460 0.119
H 0.21416 -3.22528 -1.01980 0.056
```


Entry B
Here is a single C20H28N4O molecule from the OMol25 dataset. Energies are from ωB97M-V/def2-TZVPD.

- gap between HOMO and LUMO (eV) = 8.17
- total charge = 0
- SMILES string = CC(C)c1ccc(N[C@@H]2CCCN(C(=O)CCc3cn[nH]c3)C2)cc1
- highest occupied orbital energy (eV) = -7.50

XYZ file:
```
53
Properties=species:S:1:pos:R:3:lowdin_charge:R:1
C 5.08580 1.91060 4.23733 -0.070
C 4.89977 0.50303 3.66620 -0.396
C 4.91936 -0.54071 4.78505 -0.070
C 3.62544 0.41273 2.86297 -0.235
C 2.38224 0.61604 3.44617 -0.040
C 1.21501 0.53370 2.71167 -0.024
C 1.25483 0.25002 1.34602 -0.257
N 0.12351 0.10836 0.57375 0.064
C -1.17079 0.62796 0.95144 -0.302
C -1.99293 -0.43329 1.70607 -0.146
C -2.34203 -1.59108 0.77621 -0.160
C -3.06843 -1.07174 -0.46762 -0.152
N -2.23146 -0.10565 -1.14155 -0.042
C -1.49118 -0.31216 -2.25536 -0.458
O -0.60032 0.46245 -2.57249 0.028
C -1.83404 -1.50918 -3.12229 -0.095
C -3.17483 -1.34542 -3.85006 -0.147
C -3.12912 -0.33608 -4.95185 -0.223
C -4.09604 -0.16062 -5.96119 -0.129
N -3.76306 0.81512 -6.78054 0.017
N -2.60230 1.27825 -6.32824 -0.033
C -2.17688 0.62013 -5.22993 -0.047
C -1.93733 1.04490 -0.30905 -0.088
C 2.50547 0.04767 0.75649 -0.022
C 3.66125 0.12526 1.50351 -0.037
H 4.28735 2.15165 4.93486 0.073
H 5.07497 2.64733 3.43690 0.081
H 6.03546 1.98374 4.76363 0.074
H 5.73989 0.29555 2.99344 0.129
H 4.78485 -1.53868 4.37323 0.080
H 5.86896 -0.50921 5.31560 0.074
H 4.12128 -0.35502 5.49967 0.072
H 2.31264 0.84292 4.50031 0.110
H 0.27103 0.69484 3.20971 0.097
H 0.30048 0.09637 -0.42029 0.111
H -1.05074 1.51383 1.59322 0.145
H -1.41816 -0.80555 2.55400 0.108
H -2.90715 0.02876 2.08561 0.118
H -2.97213 -2.31576 1.29353 0.113
H -1.42054 -2.08949 0.46960 0.117
H -3.32411 -1.89680 -1.12814 0.109
H -3.99743 -0.57052 -0.16981 0.132
H -1.84219 -2.41848 -2.51904 0.113
H -1.03730 -1.60429 -3.86204 0.128
H -3.95697 -1.05715 -3.14040 0.112
H -3.46411 -2.31060 -4.27724 0.121
H -5.00523 -0.70868 -6.10983 0.104
H -2.14480 2.03912 -6.80397 0.151
H -1.26233 0.87224 -4.73448 0.107
H -1.34496 1.74578 -0.90049 0.131
H -2.88181 1.52100 -0.02666 0.134
H 2.55690 -0.16801 -0.30180 0.111
H 4.61422 -0.03521 1.01817 0.110
```


Most stable to least stable: entry B, entry A